Computed, not measured: 12 unconnected molecules or ions with the total composition C51H127N5O12 in a non-equilibrium geometry, with the ωB97M-V functional and the def2-TZVPD basis.

Last column: Mulliken charge in e.
Atoms and positions in Å:
1 C -0.441 4.706 3.568  -2.07
2 C 0.819 4.930 2.713  2.37
3 C 0.961 3.741 1.725  -0.64
4 C 0.826 6.205 1.846  -1.35
5 C 2.226 6.472 1.195  0.01
6 C 3.192 6.725 2.414  -1.75
7 C 3.274 5.431 3.302  1.77
8 C 3.964 4.328 2.482  -0.12
9 C 4.157 5.679 4.588  -1.84
10 N 1.910 5.028 3.687  -0.32
11 O 2.006 3.824 4.448  -0.08
12 H -1.315 5.007 2.965  0.38
13 H -0.452 3.687 3.884  0.33
14 H -0.468 5.341 4.482  0.45
15 H 0.950 2.729 2.153  -0.48
16 H 0.100 3.819 1.060  0.48
17 H 1.750 3.821 0.988  -0.23
18 H 0.067 6.041 1.085  0.37
19 H 0.592 7.080 2.494  0.35
20 H 2.481 5.552 0.697  0.00
21 H 2.201 7.308 0.486  0.36
22 H 2.759 7.514 3.039  0.34
23 H 4.203 7.007 2.140  0.56
24 H 3.935 3.364 3.044  -0.46
25 H 5.000 4.606 2.399  0.68
26 H 3.503 4.142 1.507  -0.67
27 H 4.601 4.745 4.951  0.26
28 H 3.656 6.170 5.418  0.43
29 H 4.988 6.370 4.380  0.44
30 H 1.765 4.113 5.351  0.26
31 C 3.147 0.401 2.802  -0.89
32 C 2.653 -0.651 3.769  2.18
33 C 1.256 -1.140 3.338  -2.21
34 C 3.629 -1.823 3.889  -0.95
35 C 4.880 -1.510 4.727  -0.86
36 C 4.512 -0.855 6.141  -1.42
37 C 3.593 0.326 5.957  1.87
38 C 2.940 0.739 7.336  -1.76
39 C 4.404 1.524 5.463  -1.56
40 N 2.482 -0.075 5.148  0.25
41 O 1.504 0.986 5.142  -0.47
42 H 3.274 -0.057 1.813  0.57
43 H 2.456 1.251 2.768  -0.81
44 H 4.127 0.713 3.081  0.47
45 H 1.314 -1.534 2.336  0.20
46 H 0.940 -1.944 3.998  0.65
47 H 0.527 -0.313 3.352  0.27
48 H 3.144 -2.684 4.360  0.42
49 H 3.970 -2.107 2.910  0.31
50 H 5.519 -2.397 4.822  0.47
51 H 5.549 -0.831 4.141  0.28
52 H 5.479 -0.610 6.578  0.47
53 H 4.091 -1.656 6.728  0.42
54 H 2.055 0.189 7.678  0.42
55 H 2.682 1.801 7.375  0.19
56 H 3.647 0.502 8.160  0.45
57 H 5.122 1.156 4.737  0.40
58 H 4.934 1.931 6.334  0.55
59 H 3.845 2.391 5.085  0.01
60 H 1.845 1.668 4.549  0.23
61 C -2.568 4.014 -1.416  -0.96
62 O -1.334 4.297 -1.958  0.12
63 C -1.270 5.707 -2.284  -1.27
64 C 0.005 5.997 -3.098  0.99
65 C 1.209 5.745 -2.210  -0.94
66 N -0.057 7.363 -3.671  -0.85
67 H -2.633 2.961 -1.143  0.16
68 H -3.310 4.277 -2.164  0.37
69 H -2.724 4.580 -0.483  0.31
70 H -2.184 5.986 -2.826  0.45
71 H -1.290 6.363 -1.424  0.32
72 H 0.003 5.333 -3.996  0.14
73 H 1.048 4.750 -1.770  -0.04
74 H 1.248 6.398 -1.322  0.14
75 H 2.180 5.712 -2.723  0.44
76 H 0.139 7.893 -2.866  0.29
77 H 0.694 7.416 -4.327  0.29
78 C -6.518 -5.348 -0.936  -0.98
79 O -5.519 -4.405 -0.578  -0.27
80 C -4.839 -3.976 -1.801  -1.40
81 C -4.000 -2.710 -1.495  2.18
82 C -4.800 -1.442 -1.096  -1.23
83 N -3.065 -2.388 -2.555  0.02
84 H -6.059 -6.266 -1.357  0.34
85 H -7.157 -4.911 -1.707  0.37
86 H -7.026 -5.604 -0.017  0.27
87 H -4.151 -4.760 -2.139  0.43
88 H -5.562 -3.859 -2.591  0.63
89 H -3.352 -3.014 -0.646  -1.05
90 H -4.089 -0.743 -0.620  0.10
91 H -5.554 -1.620 -0.324  0.44
92 H -5.227 -1.008 -1.970  0.12
93 H -2.605 -3.244 -2.900  -0.07
94 H -3.386 -1.755 -3.290  0.13
95 C 1.216 -0.821 -7.252  -0.50
96 O 1.036 0.290 -6.393  -0.32
97 C -0.123 0.312 -5.545  -0.28
98 C -0.085 1.648 -4.836  0.22
99 C 1.259 1.871 -4.122  -1.22
100 N -1.196 1.723 -3.907  0.50
101 H 2.233 -0.776 -7.639  0.26
102 H 0.559 -0.813 -8.122  0.30
103 H 1.013 -1.744 -6.714  0.05
104 H -1.019 0.301 -6.137  0.55
105 H -0.120 -0.493 -4.819  -0.22
106 H -0.069 2.425 -5.612  0.40
107 H 1.406 2.863 -3.710  -0.01
108 H 2.097 1.770 -4.825  0.53
109 H 1.409 1.137 -3.318  0.26
110 H -1.256 2.650 -3.468  -0.24
111 H -0.956 1.139 -3.092  -0.07
112 C 5.205 2.077 -2.730  -1.39
113 C 4.752 2.560 -1.344  0.48
114 C 3.555 1.859 -0.744  -0.02
115 O 5.827 2.314 -0.459  -0.56
116 H 4.536 2.313 -3.569  0.22
117 H 5.308 0.981 -2.794  0.34
118 H 6.214 2.464 -2.927  0.42
119 H 4.566 3.634 -1.448  0.01
120 H 3.481 2.144 0.326  -0.57
121 H 3.765 0.816 -0.890  0.79
122 H 2.669 2.172 -1.293  -0.09
123 H 6.657 2.585 -0.820  0.35
124 C -3.915 -1.964 2.413  -0.24
125 C -4.259 -2.382 3.845  0.31
126 C -5.736 -2.275 4.169  -1.49
127 O -3.684 -3.672 4.122  -0.60
128 H -4.495 -2.586 1.698  -0.30
129 H -2.862 -2.196 2.215  -0.07
130 H -4.132 -0.897 2.265  0.57
131 H -3.630 -1.789 4.523  0.42
132 H -6.092 -1.259 4.050  0.39
133 H -5.954 -2.572 5.187  0.39
134 H -6.252 -3.058 3.641  0.25
135 H -4.014 -4.335 3.499  0.42
136 C -4.369 1.943 -5.992  -1.38
137 C -4.730 1.352 -4.594  1.17
138 C -6.113 0.834 -4.384  -1.62
139 O -3.820 0.272 -4.274  -0.37
140 H -5.115 2.669 -6.332  0.44
141 H -4.445 1.180 -6.748  0.34
142 H -3.436 2.519 -6.086  0.24
143 H -4.541 2.213 -3.949  -0.14
144 H -6.259 0.320 -3.435  0.32
145 H -6.479 0.129 -5.139  0.32
146 H -6.835 1.624 -4.457  0.45
147 H -2.970 0.702 -4.086  0.13
148 C 0.408 -3.752 -4.089  -0.27
149 C -0.525 -4.959 -4.241  0.35
150 C 0.140 -6.178 -4.920  -1.54
151 O -1.231 -5.204 -3.029  -0.35
152 H 1.165 -3.910 -3.331  -0.08
153 H -0.134 -2.864 -3.722  -0.22
154 H 0.931 -3.588 -5.022  0.36
155 H -1.341 -4.684 -4.925  0.34
156 H 0.972 -6.586 -4.334  0.21
157 H 0.596 -5.817 -5.839  0.44
158 H -0.579 -6.966 -5.095  0.39
159 H -0.624 -5.587 -2.350  0.20
160 C 2.114 -6.500 0.686  -1.50
161 C 1.633 -5.454 -0.322  1.76
162 C 2.606 -4.284 -0.598  -0.98
163 O 1.283 -6.108 -1.540  -0.46
164 H 1.437 -7.322 0.934  0.36
165 H 2.223 -6.012 1.666  0.37
166 H 3.068 -6.936 0.381  0.41
167 H 0.703 -5.007 -0.007  -0.77
168 H 2.704 -3.742 0.359  0.01
169 H 2.136 -3.674 -1.359  0.09
170 H 3.576 -4.661 -0.890  0.49
171 H 2.032 -6.694 -1.688  0.28
172 C -2.353 -5.795 0.642  -0.40
173 C -3.577 -6.354 1.338  0.62
174 C -3.255 -7.258 2.573  -1.60
175 O -4.390 -5.314 1.811  -0.54
176 H -1.813 -5.003 1.192  0.07
177 H -2.529 -5.322 -0.314  -0.20
178 H -1.674 -6.644 0.533  0.42
179 H -4.177 -6.973 0.642  0.13
180 H -2.686 -6.709 3.323  0.36
181 H -2.640 -8.095 2.179  0.44
182 H -4.185 -7.721 2.955  0.38
183 H -4.687 -4.738 1.097  0.36
184 C -0.565 -2.268 0.134  0.11
185 C -0.883 -0.863 -0.332  1.83
186 C 0.039 0.180 0.199  -1.07
187 O -0.705 -0.841 -1.781  -0.21
188 H -1.002 -3.028 -0.512  -0.18
189 H -0.961 -2.437 1.169  0.07
190 H 0.505 -2.367 0.341  -0.39
191 H -1.902 -0.677 0.014  -0.61
192 H -0.279 1.188 -0.121  0.12
193 H 1.066 -0.044 -0.146  0.15
194 H 0.018 0.166 1.286  -0.09
195 H -1.431 -1.385 -2.201  0.17

Atomic forces in eV per Å
-0.3 1.7 -0.5
1.1 -0.8 0.0
-1.0 -0.1 -0.4
0.5 0.6 0.5
-0.4 0.1 2.0
-1.1 -1.0 0.0
0.4 0.0 -0.4
-0.2 -0.8 0.8
0.0 0.1 -0.7
0.5 1.1 0.8
-0.3 0.2 0.5
0.1 -0.6 0.3
-0.4 -0.7 0.1
0.3 -0.2 -0.7
0.1 0.5 0.1
-0.5 -0.3 0.1
0.4 0.0 0.3
-0.2 0.3 -0.1
-0.2 -0.5 -0.5
0.5 0.1 -0.6
0.0 -0.2 0.2
0.1 0.1 -0.1
0.1 0.0 -0.2
0.0 0.7 -0.4
0.5 0.0 -0.4
0.5 0.2 0.3
-0.2 0.1 -0.1
-0.6 -0.1 0.0
-0.1 -0.3 -0.4
0.2 -0.3 -0.7
-0.1 -0.5 -0.6
-0.8 0.5 1.1
0.4 0.3 0.3
0.4 0.0 1.0
0.2 1.2 0.1
1.2 -1.6 -2.1
-0.9 1.0 1.8
0.8 -0.5 0.9
0.4 0.4 0.5
-1.5 -0.6 -1.0
0.5 -0.8 -0.2
-0.4 0.3 -0.1
0.3 -0.1 -0.3
0.6 0.5 0.1
0.0 -0.2 -0.5
-0.2 0.1 0.1
0.3 -0.4 0.1
-0.2 0.1 -0.2
-0.1 -0.3 -0.6
-0.4 0.0 0.3
-0.6 -0.1 0.5
-0.2 0.4 0.3
-0.5 -0.1 0.4
0.0 -0.1 -0.9
0.2 -0.1 -0.1
0.1 0.5 -0.5
0.2 0.5 -0.1
0.2 -0.2 -0.2
-0.2 -0.6 -0.2
0.1 0.4 0.0
-0.8 -0.1 0.8
1.5 1.4 -0.4
0.1 -0.5 -1.1
-0.6 -0.4 -1.0
0.1 -1.0 0.6
-1.0 -1.7 0.4
0.1 -0.1 -0.3
-0.7 -0.1 0.1
-0.2 0.0 -0.2
0.2 -0.1 -0.3
0.2 -0.1 0.9
0.1 0.0 0.8
0.3 0.0 -0.1
0.0 0.2 -0.6
-0.3 0.3 0.0
0.5 1.7 0.6
0.6 0.5 -0.3
0.7 -0.3 0.0
0.5 0.4 -1.6
0.5 0.3 1.3
-0.3 -0.1 0.7
1.2 -0.8 1.0
0.7 -0.4 -0.5
-0.1 0.3 0.1
-0.3 -0.1 0.3
-0.4 0.0 0.0
0.0 -0.1 0.1
-0.5 0.4 -0.4
-0.5 0.2 0.0
-0.3 -0.1 -0.5
0.0 -0.3 -0.3
-0.4 0.5 -0.6
-0.3 0.7 -0.1
-0.3 -0.5 0.2
-0.4 0.3 0.3
-0.1 0.0 0.0
1.0 0.6 -0.6
1.5 0.6 0.4
0.8 -0.6 -0.2
-0.6 0.3 1.0
0.1 -0.1 0.3
-0.3 0.2 -0.1
0.3 -0.3 0.1
-0.7 -0.4 -0.4
0.1 -0.4 0.1
-0.8 0.0 0.1
-0.5 0.3 0.2
-0.2 -0.2 0.1
-0.1 0.1 -0.1
0.1 -0.2 -0.5
-0.1 -0.1 -0.4
-0.2 -0.7 -0.4
0.7 0.1 -0.9
0.4 1.0 -0.1
-0.5 -0.3 1.3
0.1 0.4 0.4
-0.1 0.2 0.4
-0.3 0.2 -0.2
0.0 0.2 0.3
-0.1 -0.4 -0.6
-0.4 -0.7 0.3
-0.3 -0.2 0.1
0.6 0.3 -0.5
-0.4 -0.5 -0.1
1.5 -0.3 0.2
0.6 -0.6 0.7
-0.6 0.0 0.1
0.1 0.5 0.3
-0.1 0.3 0.1
0.1 -0.3 -0.2
-0.6 0.4 -0.1
-0.3 0.0 -0.5
0.4 0.2 0.6
-0.6 0.1 -1.0
-0.1 0.1 -0.3
-1.2 0.2 -0.1
1.8 0.2 -0.7
-1.0 -0.5 -0.7
-0.5 0.5 0.1
-0.3 0.1 0.4
0.4 -0.6 -0.3
0.0 -0.7 0.5
-0.1 -0.2 0.7
0.3 0.2 0.2
0.6 -0.1 -0.2
-0.4 0.7 0.2
0.4 0.1 -0.2
-0.4 -0.2 0.4
-0.2 0.3 -0.4
0.5 0.6 1.0
0.5 -0.7 0.8
0.2 -0.4 0.2
0.1 -0.2 -0.5
0.0 0.4 -0.2
0.2 0.2 0.0
-0.2 0.1 0.1
-0.2 -0.2 -0.3
-0.2 -0.1 -0.2
-0.3 0.4 -0.8
0.0 0.7 0.9
0.0 -0.1 0.0
-0.8 -0.9 1.3
0.3 -0.2 -0.2
-0.3 0.1 -0.7
0.4 0.0 -0.2
0.1 0.1 0.0
-0.4 0.1 0.4
0.1 0.1 -0.5
0.2 0.3 -0.1
0.3 0.0 -0.3
-0.2 -0.2 -0.5
0.9 -0.3 0.5
-0.3 -0.3 0.6
0.0 -0.3 -1.6
-0.6 0.5 1.0
-0.4 -0.5 0.4
-0.4 -0.2 -0.5
0.3 0.2 -0.4
0.4 0.1 0.0
-0.2 0.0 0.1
-0.2 0.4 0.4
0.5 0.5 0.1
0.0 -0.1 -0.5
0.1 0.0 2.1
0.1 -1.0 -1.4
0.4 0.5 0.2
-1.0 0.1 0.2
0.3 0.0 -0.1
-0.1 0.1 -0.7
0.1 -0.3 -0.8
-0.3 0.4 -0.6
0.3 -0.4 0.0
-0.4 0.3 0.1
0.1 0.0 0.1
0.4 0.4 0.8

Computed properties:
**Molecular weight**: 1002.6 g/mol
**Max |F|**: 2.92 eV/A
**E_HOMO**: -8.163 eV
**SMILES**: CC1(C)CCCC(C)(C)N1O.CC1(C)CCCC(C)(C)N1O.COC[C@H](C)N.COC[C@H](C)N.COC[C@H](C)N.CC(C)O.CC(C)O.CC(C)O.CC(C)O.CC(C)O.CC(C)O.CC(C)O
**Lowest unoccupied orbital energy**: 0.58 eV
**Relative energy (zero: lowest compared OMol25 entry of this formula, charge and spin)**: 0.2 kcal per mole
**Charge**: 0
**Gap between HOMO and LUMO**: 8.75 eV
**DFT total energy**: -86963.172 eV